Entry from OMol25: a molecular structure, C35H45BeBrN4P2 in a non-equilibrium geometry (ωB97M-V/def2-TZVPD).

Last column: Mulliken charge in e.
Cartesian coordinates (Å):
1 C 1.80 -0.95 4.08  -0.20
2 C 1.99 -1.48 2.77  0.62
3 C 2.29 -2.86 2.62  -0.36
4 C 2.27 -3.66 3.77  -0.51
5 N 2.02 -3.15 4.98  -0.48
6 C 1.82 -1.85 5.15  -0.52
7 C 1.85 -0.65 1.66  0.29
8 C 1.51 0.06 0.65  0.13
9 C 2.43 0.90 -0.13  1.59
10 C 1.97 1.63 -1.26  -0.33
11 C 2.86 2.25 -2.12  -1.28
12 C 4.20 2.08 -1.83  -0.04
13 C 4.71 1.49 -0.68  -0.69
14 C 3.80 0.90 0.19  -1.04
15 Be 0.05 0.44 -0.65  -0.28
16 P -1.38 -0.96 0.84  0.36
17 H 2.52 -3.28 1.64  0.45
18 H 1.66 0.12 4.23  0.49
19 H 2.46 -4.73 3.68  0.40
20 H 1.67 -1.47 6.17  0.39
21 H 4.11 0.36 1.10  0.47
22 H 0.90 1.75 -1.52  -0.04
23 H 5.77 1.47 -0.47  0.50
24 H 2.53 2.81 -2.99  0.57
25 C -3.16 -1.00 0.31  -0.70
26 C -4.07 -2.12 0.83  -1.53
27 H -3.14 -1.04 -0.79  0.41
28 H -3.59 -0.03 0.58  0.75
29 H -5.06 -2.01 0.35  0.45
30 H -3.70 -3.12 0.59  0.27
31 H -4.24 -2.06 1.91  0.28
32 C -0.95 -2.74 1.15  0.04
33 C -1.33 -3.38 2.49  -1.73
34 H 0.15 -2.78 1.04  0.16
35 H -1.37 -3.33 0.33  0.56
36 H -0.99 -4.42 2.49  0.45
37 H -0.85 -2.88 3.34  0.25
38 H -2.42 -3.39 2.66  0.27
39 C -1.42 -0.20 2.52  0.35
40 C -2.66 -0.41 3.40  -1.48
41 H -1.30 0.88 2.35  0.33
42 H -0.51 -0.52 3.03  -0.28
43 H -2.52 0.14 4.34  0.45
44 H -3.57 -0.03 2.93  0.32
45 H -2.82 -1.46 3.67  0.24
46 Br 5.39 2.73 -3.16  -0.12
47 P 0.03 -1.18 -2.32  0.89
48 C -1.07 -2.65 -2.37  -0.19
49 C -1.43 -3.15 -3.76  -1.44
50 H -1.98 -2.39 -1.81  0.24
51 H -0.56 -3.45 -1.79  0.51
52 H -2.14 -3.98 -3.66  0.45
53 H -1.91 -2.37 -4.36  0.32
54 H -0.55 -3.53 -4.31  0.28
55 C -0.30 -0.15 -3.80  -0.75
56 C 0.44 -0.54 -5.07  -1.42
57 H -0.05 0.88 -3.53  0.48
58 H -1.39 -0.17 -3.96  0.54
59 H 0.19 0.18 -5.86  0.46
60 H 1.53 -0.51 -4.93  0.32
61 H 0.16 -1.54 -5.44  0.27
62 C 1.76 -1.79 -2.39  -0.58
63 C 2.00 -3.01 -3.26  -1.37
64 H 2.04 -1.99 -1.34  0.24
65 H 2.38 -0.94 -2.71  0.43
66 H 3.07 -3.27 -3.20  0.45
67 H 1.44 -3.88 -2.90  0.32
68 H 1.76 -2.83 -4.31  0.25
69 N -0.49 10.25 2.04  -0.44
70 C -0.64 9.13 1.73  -0.08
71 C -0.83 7.76 1.36  0.45
72 C 0.27 6.90 1.25  -1.01
73 C 0.09 5.56 0.88  -0.33
74 C -1.21 5.12 0.60  1.71
75 C -2.32 5.96 0.70  -0.63
76 C -2.13 7.28 1.10  -0.98
77 N -1.39 3.80 0.15  0.31
78 C -2.51 3.27 -0.52  -0.36
79 C -2.21 2.01 -0.88  -1.20
80 N -0.91 1.74 -0.43  0.68
81 C -0.47 2.83 0.23  -0.29
82 H 1.27 7.28 1.45  0.44
83 H 0.95 4.90 0.78  0.37
84 H -3.32 5.58 0.48  0.32
85 H -2.98 7.94 1.20  0.46
86 H -3.39 3.86 -0.71  0.47
87 H -2.79 1.27 -1.42  0.65
88 H 0.49 2.92 0.73  0.54

ΔE to the lowest compared entry with this formula, charge and spin (eV): 0.000
Highest occupied orbital energy (eV): -13.6
Charge: +2
Strongest force on any atom (eV Å⁻¹): 3.6

Entry from OMol25: a molecular structure, C35H45BrMnN4P2 in a non-equilibrium geometry (ωB97M-V/def2-TZVPD).

Last column: Mulliken charge in e.
Cartesian coordinates (Å):
1 C -1.55 6.27 -5.57  -0.43
2 C -1.74 5.02 -6.20  0.77
3 C -1.77 5.07 -7.63  -0.36
4 C -1.29 6.22 -8.27  -0.37
5 N -0.92 7.32 -7.62  -0.52
6 C -1.09 7.37 -6.31  -0.28
7 C -1.80 3.76 -5.43  0.81
8 C -1.46 3.01 -4.41  -0.93
9 C -0.94 2.35 -3.21  0.23
10 C 0.32 2.54 -2.56  -1.00
11 C 0.81 1.63 -1.61  -0.35
12 C 0.07 0.50 -1.26  0.01
13 C -1.19 0.30 -1.89  -0.44
14 C -1.78 1.32 -2.65  -0.06
15 Mn -2.78 1.96 -5.42  0.25
16 P 2.71 -1.54 -1.01  0.51
17 H -2.13 4.26 -8.27  0.30
18 H -1.70 6.42 -4.50  0.38
19 H -1.14 6.24 -9.35  0.37
20 H -0.81 8.31 -5.80  0.36
21 H -2.89 1.38 -2.73  0.81
22 H 0.91 3.45 -2.80  0.52
23 H -1.71 -0.66 -1.77  0.11
24 H 1.80 1.75 -1.15  0.58
25 C 3.03 -3.08 -0.12  -0.52
26 C 3.92 -4.13 -0.79  -1.30
27 H 2.04 -3.51 0.12  0.46
28 H 3.50 -2.77 0.83  0.42
29 H 4.08 -4.92 -0.05  0.41
30 H 3.44 -4.61 -1.66  0.35
31 H 4.91 -3.73 -1.08  0.32
32 C 2.52 -1.72 -2.79  0.75
33 C 3.34 -0.76 -3.67  -1.40
34 H 1.44 -1.61 -3.02  -0.74
35 H 2.79 -2.76 -3.03  0.57
36 H 3.19 -1.04 -4.72  0.45
37 H 2.99 0.28 -3.57  0.27
38 H 4.43 -0.81 -3.48  0.30
39 C 3.82 -0.17 -0.66  -0.46
40 C 5.32 -0.51 -0.58  -1.28
41 H 3.49 0.28 0.29  0.48
42 H 3.68 0.58 -1.46  0.30
43 H 5.83 0.40 -0.28  0.43
44 H 5.55 -1.28 0.17  0.32
45 H 5.73 -0.82 -1.56  0.25
46 Br 0.61 -0.76 0.06  -0.01
47 P -2.75 -2.22 -4.30  -0.30
48 C -0.97 -2.56 -3.96  0.51
49 C -0.61 -4.05 -4.05  -1.43
50 H -0.78 -2.20 -2.94  -0.52
51 H -0.36 -1.96 -4.64  0.55
52 H 0.47 -4.18 -4.13  0.33
53 H -0.95 -4.58 -3.15  0.35
54 H -1.09 -4.53 -4.92  0.40
55 C -3.54 -2.14 -2.64  -0.09
56 C -4.71 -3.13 -2.51  -1.39
57 H -3.89 -1.10 -2.50  0.15
58 H -2.79 -2.34 -1.85  0.38
59 H -4.96 -3.28 -1.45  0.42
60 H -5.60 -2.75 -3.02  0.35
61 H -4.44 -4.10 -2.95  0.34
62 C -2.89 -0.67 -5.24  -0.05
63 C -3.26 -1.14 -6.67  -1.23
64 H -1.93 -0.12 -5.21  0.06
65 H -3.70 -0.06 -4.78  0.50
66 H -3.66 -0.33 -7.29  0.34
67 H -2.37 -1.56 -7.16  0.35
68 H -4.01 -1.94 -6.65  0.38
69 N -0.38 1.79 10.03  -0.45
70 C -0.52 1.71 8.87  0.00
71 C -0.74 1.68 7.44  0.36
72 C -1.89 2.28 6.93  -1.03
73 C -2.12 2.29 5.55  -0.45
74 C -1.18 1.70 4.69  2.09
75 C -0.02 1.11 5.20  -0.52
76 C 0.20 1.10 6.58  -1.07
77 N -1.40 1.75 3.30  0.26
78 C -2.48 2.34 2.62  -0.10
79 C -2.25 2.12 1.28  -1.05
80 N -1.06 1.47 1.13  -0.09
81 C -0.57 1.21 2.33  -0.40
82 H -2.61 2.74 7.60  0.43
83 H -3.02 2.77 5.15  0.28
84 H 0.71 0.68 4.52  0.24
85 H 1.11 0.66 6.98  0.43
86 H -3.29 2.84 3.12  0.33
87 H -2.86 2.37 0.42  0.45
88 H 0.31 0.67 2.59  0.23

ΔE to the lowest compared entry with this formula, charge and spin (eV): 0.000
Highest occupied orbital energy (spin up / spin down) (eV): -12.0 / -12.6
2S+1: 6
Charge: +2
Strongest force on any atom (eV Å⁻¹): 3.0

Entry from OMol25: a molecular structure, C35H45BrN4P2Pd in a non-equilibrium geometry (ωB97M-V/def2-TZVPD).

Last column: Mulliken charge in e.
Cartesian coordinates (Å):
1 C -2.03 -5.27 -1.92  -0.43
2 C -1.08 -4.93 -0.93  0.22
3 C 0.11 -5.70 -0.91  -0.30
4 C 0.53 -6.22 -2.13  -0.38
5 N -0.27 -6.20 -3.20  -0.55
6 C -1.53 -5.80 -3.11  -0.29
7 C -1.26 -3.79 -0.08  0.33
8 C -1.53 -2.90 0.73  -0.69
9 C -1.53 -1.81 1.67  -0.68
10 C -1.30 -0.44 1.31  1.73
11 C -0.97 0.52 2.29  -0.67
12 C -0.80 0.06 3.61  -0.73
13 C -1.46 -1.11 4.05  -0.73
14 C -1.82 -2.01 3.03  -0.70
15 Pd 0.61 0.79 0.75  -0.67
16 P 0.95 -0.12 -1.34  1.08
17 H 0.75 -5.80 -0.04  0.46
18 H -3.08 -5.01 -1.86  0.45
19 H 1.53 -6.64 -2.26  0.40
20 H -2.16 -5.87 -4.00  0.38
21 H -2.32 -2.93 3.32  0.55
22 H -1.56 -0.18 0.29  0.89
23 H -1.64 -1.37 5.10  0.46
24 H -0.71 1.58 2.13  0.75
25 C 1.85 1.10 -2.36  -0.30
26 C 2.53 0.61 -3.64  -1.46
27 H 2.60 1.57 -1.71  0.53
28 H 1.12 1.89 -2.60  0.31
29 H 3.05 1.45 -4.12  0.46
30 H 3.29 -0.16 -3.45  0.33
31 H 1.81 0.25 -4.39  0.30
32 C 1.86 -1.71 -1.35  0.24
33 C 1.76 -2.51 -2.65  -1.38
34 H 1.44 -2.30 -0.51  0.28
35 H 2.91 -1.50 -1.10  0.15
36 H 2.53 -3.30 -2.67  0.46
37 H 0.80 -3.03 -2.73  0.18
38 H 1.92 -1.90 -3.54  0.23
39 C -0.69 -0.56 -2.02  0.42
40 C -0.79 -0.59 -3.53  -1.53
41 H -1.41 0.18 -1.63  0.34
42 H -0.96 -1.51 -1.54  -0.33
43 H -1.81 -0.85 -3.83  0.45
44 H -0.56 0.37 -3.99  0.31
45 H -0.14 -1.35 -3.98  0.35
46 Br 0.46 0.98 4.74  -0.05
47 P 2.67 0.41 1.77  1.12
48 C 4.08 0.13 0.63  -0.49
49 C 5.41 0.81 0.94  -1.39
50 H 3.75 0.45 -0.37  0.19
51 H 4.23 -0.96 0.56  0.49
52 H 6.09 0.66 0.09  0.44
53 H 5.29 1.88 1.09  0.28
54 H 5.91 0.38 1.82  0.30
55 C 2.91 1.98 2.68  -0.63
56 C 3.68 2.06 3.98  -1.54
57 H 1.89 2.34 2.86  0.55
58 H 3.34 2.67 1.94  0.60
59 H 3.54 3.07 4.39  0.41
60 H 3.31 1.36 4.74  0.34
61 H 4.75 1.91 3.85  0.33
62 C 2.68 -1.05 2.86  -0.32
63 C 4.03 -1.58 3.34  -1.32
64 H 2.16 -1.85 2.31  0.25
65 H 2.02 -0.80 3.71  0.20
66 H 3.88 -2.43 4.02  0.41
67 H 4.64 -1.95 2.50  0.34
68 H 4.62 -0.83 3.88  0.28
69 N -9.33 4.86 0.75  -0.43
70 C -8.23 4.63 0.43  -0.06
71 C -6.88 4.31 0.06  0.39
72 C -6.32 3.11 0.51  -1.01
73 C -4.97 2.84 0.31  -0.49
74 C -4.20 3.69 -0.48  1.84
75 C -4.76 4.86 -1.01  -0.58
76 C -6.10 5.18 -0.71  -0.92
77 N -2.83 3.38 -0.66  0.32
78 C -1.88 4.04 -1.45  -0.43
79 C -0.69 3.41 -1.19  -1.30
80 N -0.87 2.40 -0.25  0.52
81 C -2.17 2.39 0.02  -0.53
82 H -6.94 2.40 1.05  0.44
83 H -4.55 1.96 0.79  0.45
84 H -4.16 5.54 -1.62  0.27
85 H -6.54 6.12 -1.06  0.45
86 H -2.14 4.86 -2.10  0.45
87 H 0.29 3.63 -1.59  0.64
88 H -2.69 1.74 0.70  -0.02

ΔE to the lowest compared entry with this formula, charge and spin (eV): 0.000
Highest occupied orbital energy (spin up / spin down) (eV): -13.2 / -13.6
2S+1: 3
Charge: +2
Strongest force on any atom (eV Å⁻¹): 2.8

Entry from OMol25: a molecular structure, C35H45Cl4F9IN3O2S in a non-equilibrium geometry (ωB97M-V/def2-TZVPD).

Last column: Mulliken charge in e.
Cartesian coordinates (Å):
1 O -4.72 1.94 1.11  -0.48
2 C -4.65 0.90 1.72  -0.13
3 I -5.53 0.73 3.68  0.00
4 C -3.91 -0.30 0.99  0.26
5 C -4.17 -0.28 -0.55  -0.28
6 C -2.98 -0.54 -1.48  0.06
7 C -1.56 -0.85 -0.94  -0.55
8 C -0.54 0.33 -1.03  2.69
9 O 0.76 -0.18 -0.60  -0.29
10 C 1.45 -0.78 -1.67  -0.67
11 C 2.72 -1.58 -1.19  0.86
12 F 2.84 -2.67 -2.08  -0.35
13 F 2.55 -2.15 0.05  -0.26
14 C 4.07 -0.79 -1.31  0.27
15 F 5.12 -1.67 -1.05  -0.37
16 F 4.27 -0.37 -2.62  -0.31
17 C 4.25 0.41 -0.30  0.87
18 F 5.59 0.79 -0.36  -0.34
19 F 4.03 0.03 1.00  -0.21
20 C 3.41 1.71 -0.64  0.50
21 F 4.21 2.82 -0.82  -0.37
22 F 2.59 1.96 0.45  -0.03
23 C -3.24 -0.47 -2.90  -0.06
24 C -2.13 -0.66 -4.00  -0.72
25 C -2.02 0.66 -4.86  -0.83
26 C -0.82 1.62 -4.46  -0.22
27 C -1.27 2.80 -3.50  -0.78
28 C 0.01 3.49 -2.89  0.30
29 C -0.31 4.48 -1.71  -1.10
30 C -0.30 3.80 -0.30  1.29
31 C 0.08 4.78 0.89  -0.98
32 C 0.72 4.00 2.11  -0.98
33 C 0.02 2.60 2.35  1.18
34 C 0.53 1.88 3.68  -1.07
35 C 0.96 0.38 3.41  0.24
36 N -0.11 -0.60 3.65  0.55
37 C -0.49 -1.34 2.54  -0.27
38 C -1.58 -2.25 2.88  -0.57
39 C -1.76 -1.96 4.34  -0.84
40 C -0.82 -0.95 4.79  -0.62
41 C -4.61 -0.21 -3.43  0.85
42 N -5.03 -0.15 -4.71  -0.66
43 S -6.66 0.15 -4.78  0.16
44 N -6.96 0.25 -3.14  -0.74
45 C -5.79 0.03 -2.51  0.44
46 C -5.48 -0.04 -1.05  0.60
47 F -6.55 0.15 -0.21  -0.35
48 H -2.82 -0.16 1.24  -0.50
49 H -4.19 -1.29 1.45  0.56
50 H -1.60 -1.19 0.12  -0.09
51 H -1.18 -1.74 -1.53  0.62
52 H -0.82 1.09 -0.27  -0.58
53 H -0.40 0.75 -2.06  -1.71
54 H 0.82 -1.54 -2.23  0.38
55 H 1.81 -0.06 -2.46  0.15
56 H 2.78 1.63 -1.55  -0.30
57 H -1.17 -1.00 -3.54  -0.06
58 H -2.54 -1.45 -4.70  0.63
59 H -2.94 1.29 -4.85  0.36
60 H -1.85 0.38 -5.94  0.33
61 H -0.41 2.09 -5.39  0.56
62 H -0.01 0.98 -4.03  -0.18
63 H -1.82 3.53 -4.15  0.55
64 H -1.97 2.47 -2.69  0.15
65 H 0.79 2.76 -2.55  -0.53
66 H 0.45 4.11 -3.72  0.56
67 H 0.52 5.25 -1.70  0.41
68 H -1.25 5.08 -1.88  0.29
69 H -1.25 3.26 -0.05  0.20
70 H 0.50 3.00 -0.34  -0.84
71 H 0.78 5.60 0.57  0.32
72 H -0.85 5.27 1.30  0.31
73 H 1.82 3.83 1.98  0.25
74 H 0.61 4.59 3.07  0.47
75 H 0.25 1.94 1.48  -1.06
76 H -1.10 2.70 2.44  0.57
77 H 1.43 2.40 4.09  0.40
78 H -0.27 1.97 4.45  0.38
79 H 1.28 0.34 2.34  -0.52
80 H 1.86 0.08 4.01  0.31
81 H 0.00 -1.21 1.56  0.40
82 H -2.13 -2.96 2.24  0.45
83 H -2.51 -2.49 4.96  0.55
84 H -0.66 -0.51 5.79  0.43
85 Cl -0.16 -3.43 5.46  -0.02
86 C 0.69 -4.51 6.62  -0.56
87 C -0.15 -4.80 7.84  -0.42
88 Cl -0.38 -3.37 8.87  -0.19
89 H 1.64 -4.04 6.89  0.31
90 H 0.91 -5.44 6.09  0.28
91 H 0.34 -5.56 8.45  0.33
92 H -1.14 -5.18 7.56  0.31
93 Cl 6.52 -5.72 -4.71  -0.20
94 C 5.96 -5.24 -3.08  -0.37
95 C 6.35 -3.82 -2.74  -0.04
96 Cl 8.11 -3.64 -2.52  -0.19
97 H 6.36 -5.95 -2.36  0.35
98 H 4.87 -5.33 -3.08  0.25
99 H 5.88 -3.53 -1.81  -0.02
100 H 6.03 -3.12 -3.52  0.28

Highest occupied orbital energy (eV): -7.9
Strongest force on any atom (eV Å⁻¹): 4.2

Entry from OMol25: a molecular structure, C35H45Cl5F4N4O7S2 in a non-equilibrium geometry (ωB97M-V/def2-TZVPD).

Last column: Mulliken charge in e.
Cartesian coordinates (Å):
1 C 2.06 -3.09 1.66  -0.84
2 C 1.27 -1.91 1.56  -0.13
3 C 0.35 -0.51 1.64  0.30
4 C -1.29 -0.54 1.33  0.60
5 C -2.05 -1.96 0.88  -0.01
6 C -1.36 -2.63 -0.48  -0.25
7 C -0.82 -4.05 -0.48  -0.64
8 C -2.14 0.90 1.48  -0.10
9 O -3.59 1.00 1.23  -0.34
10 C -4.38 0.22 2.19  0.04
11 C -5.60 -0.51 1.33  -0.04
12 C -5.72 0.09 -0.22  -0.06
13 C -6.96 -0.64 -1.06  -0.64
14 C -1.38 2.33 1.89  0.67
15 C -2.14 3.77 2.02  -0.53
16 O -3.47 3.72 2.67  0.01
17 N -4.30 4.61 2.07  0.11
18 O -4.27 5.70 2.63  -0.33
19 C 0.25 2.28 2.16  0.23
20 C 1.16 0.89 2.04  -1.11
21 N 2.68 0.88 2.31  0.63
22 C 2.95 0.94 3.80  0.93
23 F 3.66 -0.34 4.16  -0.29
24 F 3.83 2.07 4.20  -0.24
25 F 1.71 0.95 4.64  -0.24
26 C 3.38 1.98 1.54  -0.87
27 C 2.85 3.57 1.55  0.60
28 C 3.58 4.79 0.75  -0.80
29 C 4.92 4.45 -0.14  0.61
30 C 5.63 5.70 -0.95  -0.91
31 C 6.87 6.42 -0.14  0.58
32 O 7.30 7.62 -0.62  -0.48
33 F 7.51 5.75 1.02  -0.22
34 C 5.42 2.89 -0.18  -0.05
35 C 6.74 2.48 -1.11  -0.58
36 N 6.21 1.51 -2.16  -0.31
37 C 4.88 1.97 -2.74  -0.59
38 C 4.72 1.64 0.64  0.27
39 C 5.30 0.07 0.61  -0.20
40 O 6.72 0.12 1.09  -0.42
41 C 7.58 -0.71 0.22  -0.08
42 C 7.35 -2.33 0.53  -0.73
43 S 1.26 3.84 2.58  -0.32
44 H 2.91 -3.89 1.72  0.32
45 H -3.18 -1.72 0.57  -0.17
46 H -2.08 -2.75 1.74  0.44
47 H -1.20 -2.03 -1.49  0.26
48 H 0.14 -4.31 -1.14  0.22
49 H -1.36 -4.87 0.19  0.22
50 H -4.80 0.99 3.00  -0.09
51 H -3.71 -0.54 2.79  0.36
52 H -5.40 -1.69 1.32  0.28
53 H -6.66 -0.35 1.85  -0.44
54 H -4.74 -0.13 -0.86  0.15
55 H -5.91 1.25 -0.25  0.27
56 H -7.77 0.13 -1.39  0.18
57 H -6.53 -1.12 -2.06  0.04
58 H -7.40 -1.51 -0.40  0.21
59 H -2.30 4.16 0.90  0.31
60 H -1.53 4.62 2.56  0.28
61 H 3.17 5.91 0.80  0.24
62 H 4.79 6.49 -1.21  0.44
63 H 6.00 5.26 -1.98  0.26
64 H 7.15 3.41 -1.73  0.32
65 H 7.62 2.01 -0.48  0.13
66 H 6.92 1.30 -2.90  0.29
67 H 4.75 1.51 -3.83  0.33
68 H 4.82 3.15 -2.89  0.15
69 H 3.93 1.57 -2.14  0.18
70 H 5.24 -0.41 -0.47  0.28
71 H 4.74 -0.63 1.40  0.30
72 H 8.71 -0.38 0.41  0.13
73 H 7.39 -0.55 -0.93  0.27
74 H 6.76 -2.80 -0.37  0.28
75 H 8.40 -2.86 0.56  0.10
76 H 6.74 -2.39 1.52  0.27
77 N 10.93 -2.39 0.22  -0.51
78 H 10.82 -3.38 0.46  0.39
79 H 10.63 -1.81 1.01  0.38
80 H 11.91 -2.20 0.00  0.38
81 H 10.34 -2.17 -0.60  0.36
82 C -7.03 -5.51 -4.27  -0.76
83 C -8.39 -5.26 -4.93  -0.62
84 C -8.99 -4.02 -4.28  -0.77
85 S -7.61 -3.02 -3.74  1.34
86 O -7.63 -2.96 -2.29  -0.61
87 O -7.54 -1.83 -4.57  -0.78
88 C -6.34 -4.15 -4.24  -0.65
89 H -6.44 -6.25 -4.83  0.34
90 H -7.17 -5.88 -3.25  0.38
91 H -8.25 -5.09 -6.00  0.28
92 H -9.05 -6.13 -4.82  0.34
93 H -9.60 -3.45 -4.99  0.35
94 H -9.59 -4.28 -3.40  0.35
95 H -5.50 -4.11 -3.54  0.16
96 H -6.00 -3.86 -5.24  0.40
97 C -7.70 1.99 4.53  0.33
98 Cl -8.03 0.52 3.59  -0.12
99 Cl -6.52 3.00 3.66  -0.05
100 Cl -9.21 2.91 4.76  -0.11
101 Cl -7.04 1.54 6.12  -0.11
102 Cl -5.30 -5.00 -2.33  -0.73

Highest occupied orbital energy (eV): -4.2
Strongest force on any atom (eV Å⁻¹): 10.2

Which of these has the highest strongest force on any atom?
C35H45Cl5F4N4O7S2

Which value of strongest force on any atom does entry 2 give?
3.0 eV Å⁻¹